Below is 2 unconnected molecules or ions with the total composition C2H3I2NO2, with properties calculated with the ωB97M-V functional and the def2-TZVPD basis.

```
10
C2H3I2NO2 (the ωB97M-V functional and the def2-TZVPD basis)
C -0.433 -0.254 -0.482
C 0.593 -0.665 0.444
N 2.161 1.301 0.226
O 3.257 0.861 0.133
O 1.650 2.373 0.210
I -2.378 -1.270 -0.050
I 2.057 -2.046 -0.007
H -0.226 -0.488 -1.521
H -0.693 0.798 -0.359
H 0.434 -0.511 1.500
```

As for the net charge: 0. For the energy relative to the best compared isomer or geometry (same formula, charge and spin), the calculation gives 96.6 kcal per mole. For the orbital gap (alpha / beta), the calculation gives 0.30869 / 0.25766 Eh.